DFT (ωB97M-V/def2-TZVPD) results for C24H41LaNP2 as an isolated structure.

Last column: Löwdin charge in e.
Positions of all 69 atoms, in Å:
La -0.244 0.077 -0.938  1.85
C -0.968 -1.942 2.856  -0.21
C 0.312 -2.245 2.318  -0.24
C 0.556 -0.483 3.781  -0.24
C -0.814 -0.850 3.757  -0.19
C 1.257 -1.349 2.896  -0.19
C -2.212 -2.683 2.581  -0.05
H -2.273 -3.004 1.533  0.06
H -3.093 -2.070 2.804  0.07
H -2.280 -3.593 3.198  0.10
C -1.881 -0.171 4.512  -0.02
H -2.798 -0.766 4.524  0.07
H -2.114 0.811 4.068  0.09
H -1.571 0.008 5.549  0.09
C 1.131 0.643 4.532  -0.06
H 0.577 0.807 5.461  0.08
H 1.070 1.575 3.944  0.04
H 2.181 0.458 4.777  0.07
C 2.705 -1.338 2.615  -0.02
H 3.173 -2.301 2.882  0.10
H 3.204 -0.551 3.197  0.08
H 2.911 -1.157 1.544  0.07
C 0.625 -3.352 1.392  -0.06
H 0.829 -4.287 1.939  0.10
H 1.516 -3.128 0.789  0.07
H -0.214 -3.553 0.712  0.06
C -1.545 1.494 -2.382  -0.50
C -1.911 0.022 -2.773  -0.47
C -0.855 -1.056 -3.164  -0.25
C 0.565 -0.496 -3.462  -0.23
C 1.479 -0.348 -2.243  -0.51
C 2.016 1.008 -1.942  -0.50
C 1.060 2.191 -1.681  -0.31
C -0.191 2.276 -2.581  -0.17
H -1.236 -1.480 -4.110  0.14
H 0.496 0.407 -4.091  0.11
H -0.817 -1.908 -2.437  0.11
H 0.088 2.186 -3.640  0.13
H -2.101 2.043 -3.165  0.15
H -2.547 0.120 -3.679  0.12
H -0.535 3.312 -2.436  0.14
H 0.829 2.394 -0.611  0.06
H 2.603 1.310 -2.831  0.10
H 1.647 3.074 -1.960  0.12
H 1.052 -1.266 -4.093  0.13
H 2.178 -1.190 -2.130  0.10
P -3.416 0.156 -1.590  0.86
C -5.152 0.331 -1.928  -0.22
C -3.060 -0.945 -0.175  -0.25
P 3.695 1.224 -0.741  0.91
C -2.503 1.718 -1.165  -0.25
C 4.817 0.156 -1.705  -0.32
C 4.282 2.885 -1.247  -0.32
H -5.571 1.179 -1.360  0.06
H -5.660 -0.597 -1.619  0.06
H -5.330 0.510 -3.001  0.06
H -2.259 -1.701 -0.353  0.03
H -3.987 -1.522 0.000  0.07
H -2.858 -0.381 0.759  0.06
H 4.089 3.109 -2.305  0.05
H 5.361 2.930 -1.046  0.05
H 3.777 3.622 -0.605  0.04
H -3.127 2.608 -1.349  0.11
H -2.058 1.764 -0.136  0.04
H 5.759 0.131 -1.138  0.04
H 5.005 0.544 -2.715  0.05
H 4.380 -0.850 -1.758  0.03
N 0.090 2.086 2.146  0.00
C -0.132 1.394 1.220  -0.36

Calculated values
Total energy ... -46465.704 eV
HOMO energy (spin up / spin down) ... -9.25 / -8.32 eV
Lowest unoccupied orbital energy (spin up / spin down) ... -0.1016 / -0.1183 Eh
Energy above the lowest of the compared OMol25 structures with the same formula, charge and spin ... 0.000 eV
Net charge ... +1